# 1
DFT (ωB97M-V/def2-TZVPD) results for a molecular structure, C31H19CrF3N2O6Sb.

```
63
Properties=species:S:1:pos:R:3:lowdin_charge:R:1
Cr 0.83825 -1.56832 -0.15398 0.8176
O 2.09839 -1.53868 3.58053 0.1255
C 1.94305 -1.57524 2.38730 -0.5520
O 0.82262 -1.78638 1.74608 -0.1763
C 3.11832 -1.36785 1.44853 -0.1409
C 4.42726 -1.31994 1.88212 0.0381
C 5.42812 -1.17292 0.93559 -0.0125
C 5.09369 -1.07213 -0.40711 -0.0160
C 3.76140 -1.11886 -0.77229 -0.0597
N 2.80165 -1.25725 0.14814 0.0204
H 4.62078 -1.40610 2.94172 0.1337
H 6.46580 -1.14422 1.23916 0.1214
H 5.84819 -0.96414 -1.17209 0.1200
H 3.44479 -1.04764 -1.80390 0.1224
O 0.14202 -2.33448 -6.95272 -0.0091
C 0.75241 -1.37061 -6.46977 -0.6975
O 1.36766 -0.42117 -6.98063 -0.0214
C 0.78182 -1.36613 -4.92516 -0.0561
C 1.00507 -0.17670 -4.23384 0.0296
C 1.00735 -0.17218 -2.85738 -0.1137
N 0.84162 -1.30471 -2.15562 -0.0585
C 0.63917 -2.46647 -2.81297 -0.1677
C 0.58035 -2.53101 -4.18427 0.0946
C 0.45155 -3.64989 -1.90031 -0.5100
O 0.17836 -4.74869 -2.28512 0.1539
O 0.59901 -3.33355 -0.59953 -0.1327
H 1.18281 0.72064 -4.81079 0.1253
H 1.15392 0.73228 -2.27892 0.1015
H 0.37509 -3.46296 -4.69335 0.1420
F -3.07157 6.07789 -1.37117 0.0767
C -2.51545 4.93064 -0.95470 -0.2754
C -3.27937 3.78214 -0.95575 0.0076
C -2.70003 2.60066 -0.51644 -0.1011
C -1.37739 2.57839 -0.08352 -0.3689
C -0.62894 3.75374 -0.11909 -0.1311
C -1.19463 4.94310 -0.54883 0.0006
Sb -0.52786 0.77760 0.62598 1.5919
C -2.22625 -0.48377 0.57747 -0.3880
C -3.20546 -0.47583 1.57274 -0.1022
C -4.29378 -1.32634 1.49494 0.0145
C -4.38956 -2.18728 0.41388 -0.2664
F -5.43956 -3.01533 0.35027 0.0834
C -3.45385 -2.21583 -0.59782 0.0240
C -2.37303 -1.34754 -0.50595 -0.1284
C -0.28742 1.16547 2.68609 -0.3668
C -0.61324 0.21545 3.65060 -0.1254
C -0.38181 0.46380 4.99355 0.0124
C 0.19227 1.66607 5.35225 -0.2720
F 0.42025 1.91189 6.65250 0.0726
C 0.55179 2.62325 4.42395 0.0000
C 0.30946 2.35956 3.08492 -0.1140
H -4.30474 3.81930 -1.29610 0.1261
H -3.29661 1.69782 -0.51484 0.0967
H 0.41530 3.76124 0.17061 0.0947
H -0.63098 5.86462 -0.58231 0.1242
H -3.13052 0.20084 2.41524 0.1068
H -5.06512 -1.33506 2.25246 0.1263
H -3.57108 -2.89463 -1.43076 0.1332
H -1.66356 -1.33530 -1.33008 0.0860
H -1.01720 -0.74694 3.36509 0.1040
H -0.61892 -0.26653 5.75403 0.1293
H 1.00937 3.54618 4.75086 0.1223
H 0.58902 3.11605 2.36049 0.0844
```

Output
Energy relative to the best compared isomer or geometry (same formula, charge and spin) ... 18.2 kJ/mol
Multiplicity ... 4
Kohn-Sham gap (alpha / beta) ... 6.0 / 6.3 eV
Highest occupied orbital energy (alpha / beta) ... -8.0 / -8.0 eV

=====

# 2
DFT (ωB97M-V/def2-TZVPD) results for 3 unconnected molecules or ions with the total composition C31H20BBrF3O6 in a non-equilibrium geometry.

```
62
Properties=species:S:1:pos:R:3:lowdin_charge:R:1
C 4.39561 0.93682 4.66158 -0.1269
O 3.89076 1.87739 3.64853 -0.1325
B 2.59874 2.47899 4.03218 -0.5763
O 2.59558 3.77900 4.78390 -0.0041
C 1.10035 1.86280 3.65729 -0.4218
Br 1.33558 0.56794 2.14444 0.7121
C 0.54124 1.00042 4.93775 -0.3312
F -0.80979 0.37346 4.68406 -0.0639
F 1.46634 -0.14613 5.20937 -0.0738
F 0.51673 1.91342 6.11856 -0.0297
H 3.78574 0.95200 5.68133 0.1011
H 4.35238 -0.14365 4.15532 0.1100
H 5.52714 1.14771 4.97743 0.0959
H 2.77335 3.60744 5.75493 0.0925
C 5.97416 -1.97461 -5.54689 -0.0685
C 5.12512 -2.85673 -6.21472 -0.0701
C 3.91420 -3.23561 -5.63302 -0.0013
C 3.55627 -2.74014 -4.37331 -0.0858
C 4.41643 -1.87757 -3.69492 -0.0825
C 5.62322 -1.48458 -4.28816 0.0029
C 4.07204 -1.38798 -2.34445 -0.2780
O 4.82543 -0.62742 -1.74933 0.1025
C 2.81167 -1.83488 -1.71847 -0.0853
C 2.50029 -1.42463 -0.41556 -0.0028
C 1.30403 -1.83187 0.17894 -0.1168
C 0.41338 -2.63992 -0.52722 -0.0477
C 0.72360 -3.05468 -1.82321 -0.0017
C 1.92996 -2.65907 -2.41610 -0.0965
C 2.26530 -3.13228 -3.77366 -0.2836
O 1.48521 -3.84627 -4.39323 0.0829
H 6.91365 -1.67207 -6.00422 0.1029
H 5.40456 -3.24859 -7.19019 0.1021
H 3.25399 -3.92055 -6.16254 0.1181
H 6.29350 -0.80070 -3.77040 0.1203
H 3.18874 -0.79111 0.14148 0.1060
H 1.06665 -1.51644 1.19266 -0.0208
H -0.52186 -2.95136 -0.06707 0.1073
H 0.02562 -3.68949 -2.36656 0.1163
C -4.61380 -1.07472 3.13434 -0.0619
C -3.26530 -0.71996 3.10822 -0.0483
C -2.81579 0.25052 2.21135 0.0231
C -3.71583 0.86000 1.32878 -0.0779
C -5.05946 0.48756 1.33812 -0.0943
C -5.51193 -0.47391 2.25111 -0.0069
C -6.00820 1.08784 0.37809 -0.2840
O -7.18936 0.76382 0.38802 0.0817
C -5.51146 2.07699 -0.59910 -0.0870
C -6.38798 2.61101 -1.55272 -0.0026
C -5.92950 3.55703 -2.47205 -0.0711
C -4.60058 3.97837 -2.43595 -0.0668
C -3.72385 3.44392 -1.49067 0.0073
C -4.17832 2.48396 -0.57674 -0.0810
C -3.23470 1.89835 0.39589 -0.2731
O -2.06546 2.26470 0.42528 0.1137
H -4.96586 -1.82440 3.83957 0.1027
H -2.56304 -1.19744 3.78796 0.1038
H -1.76257 0.52617 2.20020 0.0911
H -6.56206 -0.75984 2.27347 0.1151
H -7.42785 2.28977 -1.58565 0.1170
H -6.61052 3.96651 -3.21502 0.1015
H -4.24493 4.72062 -3.14729 0.1036
H -2.68653 3.77407 -1.47168 0.1230
```

Output
Kohn-Sham gap ... 4.8 eV
Total charge ... -1
Highest occupied orbital energy ... -3.9 eV

=====

# 3
DFT (ωB97M-V/def2-TZVPD) results for a molecular structure, C31H21BrCl2N8O3SV in a non-equilibrium geometry.

```
68
Properties=species:S:1:pos:R:3:lowdin_charge:R:1
V -0.65594 -0.54535 0.04215 0.8716
Cl -5.48443 1.12906 -4.63893 0.5931
C -4.54002 1.00193 -3.18036 -0.7015
C -3.43519 0.16189 -3.16737 -0.0404
C -2.66383 0.04337 -2.01259 -0.1801
N -1.57403 -0.77153 -1.82545 0.0408
C -1.01131 -1.58265 -2.76017 -0.4114
O -1.34734 -1.75348 -3.93047 0.0247
C 0.15573 -2.28614 -2.09420 -0.1616
C 0.99395 -3.26273 -2.55311 -0.0370
C 2.01709 -3.90416 -1.77754 -0.1127
C 2.39561 -3.80491 -0.47389 -0.0561
C 1.83354 -2.94029 0.58333 -0.2253
N 0.24192 -1.72221 -0.90472 -0.1299
C -3.00715 0.80824 -0.85747 -0.1688
C -4.12951 1.63169 -0.89170 -0.0358
C -4.89122 1.71923 -2.05012 -0.6989
Cl -6.29522 2.75090 -2.05409 0.5940
N -2.19244 0.58147 0.23084 -0.0036
C -2.35141 1.15965 1.44079 -0.4525
O -3.09092 2.10034 1.74500 0.0074
C -1.51348 0.43060 2.44131 -0.2914
C -1.85178 0.43073 3.75669 -0.0461
C -1.12491 -0.42386 4.64841 -0.1105
C -0.16828 -1.23468 4.17222 -0.0818
C 0.12155 -1.32757 2.70153 -0.2852
N -0.54055 -0.31993 1.88570 -0.1289
H -3.16952 -0.41153 -4.04079 0.0905
H 0.87214 -3.57568 -3.58078 0.0926
H 2.60248 -4.62264 -2.34641 0.0845
H 3.20020 -4.44801 -0.13552 0.0783
H 2.51953 -2.64332 1.37587 0.1330
H -4.40305 2.19229 -0.01290 0.0909
H -2.66051 1.05778 4.09989 0.0947
H -1.36264 -0.41623 5.70762 0.0865
H 0.42187 -1.87514 4.81500 0.0891
H 1.21087 -1.25108 2.55163 0.1283
N -0.25238 -3.78722 3.11716 0.0319
C -0.30947 -2.74747 2.11895 -0.8186
S -1.96775 -2.53348 1.31536 0.5786
N 0.43580 -3.15236 0.93749 -0.0052
N 0.85034 -1.96114 0.24166 -0.1150
C 2.88566 -0.16846 -0.09740 0.0885
C 2.57594 0.25985 -1.36082 -0.2757
C 3.54803 0.20028 -2.42045 -0.0589
C 3.33711 0.77464 -3.63662 -0.1270
C 2.12441 1.43906 -3.89523 -0.0801
C 1.13464 1.48086 -2.95149 -0.0044
C 1.27174 0.87513 -1.67290 -0.3132
O 0.27029 0.93479 -0.87394 -0.1125
H -0.97665 -3.59725 3.80005 0.0561
H -0.47980 -4.66371 2.66015 0.0597
H 3.86611 -0.59630 0.12935 0.0077
H 4.47715 -0.31686 -2.21120 0.0998
H 4.09615 0.72196 -4.40998 0.0833
H 1.96563 1.91270 -4.85712 0.0974
H 0.18489 1.95547 -3.16837 0.1172
Br 4.51117 3.38493 1.74940 0.6644
C 2.60645 3.50025 1.77609 -0.6614
C 2.00895 4.71302 2.07314 -0.1443
C 0.62207 4.74288 2.09150 -0.0733
C -0.07727 3.56958 1.84011 -0.1072
N 0.52001 2.41075 1.57531 0.1073
C 1.84328 2.37064 1.53491 -0.1720
H 2.60007 5.59420 2.28472 0.0892
H 0.09681 5.66382 2.30977 0.0933
H -1.16189 3.54372 1.85913 0.0986
H 2.27071 1.39972 1.23187 0.0551
```

Output
Multiplicity ... 2
Kohn-Sham gap (alpha / beta) ... 5.4 / 5.4 eV
Total charge ... -2
Highest occupied orbital energy (alpha / beta) ... -1.5 / -1.5 eV